15
Properties=species:S:1:pos:R:3:mulliken_charge:R:1 method="wB97M-V/def2-TZVPD" gap_ha=0.293 homo_ev=-3.97 smiles="C[C@@H](N)CC(=O)[O-]" fmax_ev_per_a=1.324 charge=-1 e_above_lowest_kcal_mol=6.85 e_tot_ev=-9864.490
H 0.83 -0.70 -2.42 0.400
C 0.24 -0.11 0.97 -0.653
C 0.07 0.15 -0.52 0.333
H -1.92 0.60 -0.39 0.323
H -1.60 -0.91 -0.97 0.250
N -1.31 0.06 -0.98 -0.691
H 0.37 1.17 -0.64 0.268
O 0.32 2.06 1.99 -0.726
H -0.21 -1.04 1.35 0.282
C 1.00 -0.73 -1.35 -1.501
O -1.61 0.88 2.06 -0.718
C -0.40 1.06 1.80 0.397
H 1.30 -0.28 1.21 0.360
H 2.02 -0.42 -1.11 0.363
H 0.88 -1.77 -1.00 0.312

15
Properties=species:S:1:pos:R:3:mulliken_charge:R:1 method="wB97M-V/def2-TZVPD" gap_ha=0.240 homo_ev=-2.69 smiles="N[C@H](C=O)CC[O-]" fmax_ev_per_a=3.896 charge=-1 e_above_lowest_kcal_mol=77.45 e_tot_ev=-9861.428
H -1.70 0.18 -0.69 0.191
C -0.31 -1.29 1.24 -0.479
C -0.89 0.84 -1.14 -0.088
N 1.01 1.20 0.38 -0.701
H 1.35 -1.64 -0.28 0.349
H 0.95 0.15 -1.59 0.139
H 0.78 0.83 1.31 0.350
O -1.11 1.46 -2.15 -0.499
H 0.55 2.10 0.36 0.231
C 0.36 -1.20 -0.20 -0.811
H -0.74 -2.34 1.25 0.249
C 0.43 0.28 -0.62 0.385
O 0.54 -1.10 2.24 -0.866
H -1.20 -0.57 1.23 0.152
H -0.13 -1.71 -1.06 0.397

15
Properties=species:S:1:pos:R:3:mulliken_charge:R:1 method="wB97M-V/def2-TZVPD" gap_ha=0.324 homo_ev=-13.38 fmax_ev_per_a=5.384 charge=+1 e_above_lowest_kcal_mol=120.48 e_tot_ev=-9851.106
C 0.57 0.30 -0.10 -0.080
H -2.37 -0.81 0.09 0.299
H 2.40 -1.70 -1.14 0.327
H -0.50 2.23 1.49 0.354
H 1.54 -1.32 -2.61 0.274
H 1.48 0.71 0.34 0.345
O 0.61 -0.46 -1.03 -0.179
C -1.30 1.56 1.63 0.002
H -1.38 -1.61 1.27 0.285
O -2.28 1.94 2.39 -0.500
N -1.84 -0.77 0.98 -0.403
C 1.90 -0.90 -1.74 -0.588
H -3.00 1.26 2.73 0.383
C -1.17 0.35 1.09 0.149
H 2.70 -0.11 -1.92 0.331

15
Properties=species:S:1:pos:R:3:mulliken_charge:R:1 method="wB97M-V/def2-TZVPD" gap_ha=0.363 homo_ev=-15.64 smiles="C=[N+](C)C(=O)OC" fmax_ev_per_a=5.475 charge=+1 e_above_lowest_kcal_mol=58.18 e_tot_ev=-9853.808
O -1.44 0.37 -0.25 -0.325
H 2.98 -0.46 -0.11 0.310
H -2.95 -0.95 0.82 0.301
H 1.74 -1.77 -0.37 0.356
H -3.41 0.75 -0.08 0.254
H 0.29 1.90 -0.66 0.281
C 1.97 -0.88 0.21 -0.859
N 0.99 0.14 0.05 0.183
H 2.04 -1.21 1.15 0.370
C -0.34 -0.46 0.24 0.481
H 2.09 1.76 -0.69 0.287
H -3.16 -0.61 -1.04 0.294
O -0.38 -1.55 0.66 -0.364
C 1.17 1.28 -0.42 0.037
C -2.83 -0.19 -0.08 -0.607